13
Properties=species:S:1:pos:R:3 method="wB97M-V/def2-TZVPD" homo_energy_ev=-8.5 de_lowest_kcal_mol=98.2 gap_ev=8.20 total_charge=0
C 1.78098 0.07853 0.20956
C 0.51620 0.12391 0.63658
C -0.43294 1.22408 0.46547
C -1.60010 0.64859 0.12917
C -1.53998 -0.84543 0.26635
N -0.30446 -1.02926 0.75550
H 2.27673 -0.88011 0.06988
H 0.09567 -0.76971 -1.72234
H 2.26947 0.96683 -0.18020
H -0.16595 2.27283 0.54069
H -2.45707 1.16108 -0.29311
H -0.58483 -1.01733 -1.58547
H 0.14627 -1.93401 0.70792



13
Properties=species:S:1:pos:R:3 method="wB97M-V/def2-TZVPD" homo_energy_ev=-8.7 de_lowest_kcal_mol=90.5 gap_ev=9.32 total_charge=0
C 1.22084 0.47552 0.63788
C -0.04609 0.10389 -0.09695
C -0.95470 -0.81169 0.70284
C -0.92779 1.16841 -0.81675
N -1.22230 0.51230 -1.89641
C -0.01914 -0.07391 -1.55317
H 1.78526 -0.42102 0.88851
H 0.97223 0.99459 1.56073
H 1.84713 1.12775 0.03332
H -0.40108 -1.70800 0.97920
H -1.83005 -1.10036 0.12598
H -1.28387 -0.31024 1.61056
H 0.85956 0.04277 -2.17573



13
Properties=species:S:1:pos:R:3 method="wB97M-V/def2-TZVPD" homo_energy_ev="-8.9 / -8.9" de_lowest_kcal_mol=108.7 gap_ev="8.39 / 8.40" total_charge=0
C 1.15063 -0.39472 -0.07929
C 0.64071 -0.07174 1.31132
C 0.04628 1.58973 -1.00114
C -0.08665 0.10909 -0.84997
C -1.19130 -0.36491 0.10292
N -0.62836 -0.05773 1.43324
H 1.25544 -1.48684 -0.16846
H 2.08982 0.07838 -0.36928
H 1.28751 0.14334 2.16005
H -0.91408 2.03403 -0.64889
H -0.13547 -0.26944 -1.88527
H -1.36440 -1.44869 0.04269
H -2.15012 0.13949 -0.04791



13
Properties=species:S:1:pos:R:3 method="wB97M-V/def2-TZVPD" homo_energy_ev=-9.8 de_lowest_kcal_mol=51.7 gap_ev=10.74 total_charge=0
H -2.02662 -0.98389 -0.93271
N -2.09614 -0.79398 0.07208
C -0.96486 -0.94929 0.62265
C 0.33295 -1.33022 -0.04731
C 1.19902 -0.11348 -0.31216
C 0.76902 1.11329 -0.17161
C 0.29035 2.31682 -0.01461
H -0.90198 -0.74908 1.69768
H 0.88924 -2.02361 0.59703
H 0.13079 -1.86252 -0.98699
H 2.22516 -0.29001 -0.63188
H -0.18468 2.84294 -0.83821
H 0.33776 2.82304 0.94605



13
Properties=species:S:1:pos:R:3 method="wB97M-V/def2-TZVPD" homo_energy_ev=-8.7 de_lowest_kcal_mol=100.7 gap_ev=9.05 total_charge=0
C -0.00349 -1.85242 -0.84141
C -1.09491 -1.26816 -0.45812
C -1.60882 -0.16936 0.04478
N -2.61442 0.45502 0.40157
H 0.94042 -1.23361 -0.59752
H 0.07559 -2.82441 -1.30320
H -2.46093 1.37414 0.80689
C 0.49244 1.14705 0.47516
C 1.62659 0.50664 0.10047
H 0.19371 1.15473 1.51391
H 0.06653 1.91021 -0.16063
H 2.25728 0.02838 0.83651
H 2.13002 0.77179 -0.81840



13
Properties=species:S:1:pos:R:3 method="wB97M-V/def2-TZVPD" homo_energy_ev=-9.4 de_lowest_kcal_mol=73.6 gap_ev=10.48 total_charge=0
C -2.98885 -0.53233 0.22393
C -1.86058 -0.21386 -0.04803
C -0.51170 0.20362 -0.36750
C 0.51218 -0.71778 -0.94431
N 0.56745 -0.33188 0.44606
C 1.59594 0.61670 0.82884
H -3.98224 -0.82499 0.47983
H -0.42148 1.24749 -0.67642
H 1.22895 -0.27225 -1.63732
H 0.25772 -1.75670 -1.13977
H 1.25508 1.17303 1.70736
H 1.84262 1.34037 0.03133
H 2.50490 0.06858 1.09598



13
Properties=species:S:1:pos:R:3 method="wB97M-V/def2-TZVPD" homo_energy_ev=-8.7 de_lowest_kcal_mol=100.7 gap_ev=9.44 total_charge=0
C 0.55744 -0.69942 2.42742
C 0.42328 -0.18250 1.09761
C 0.70263 -0.22428 -0.08573
C 0.47975 0.30147 -1.39383
C -0.91529 0.22771 -1.88885
N -0.37787 1.49459 -1.41242
H 1.11614 -1.43543 1.73751
H -0.30950 -1.16951 2.90113
H 1.11571 -0.06471 3.13637
H 1.30942 0.29974 -2.08966
H -1.63812 -0.31482 -1.28158
H -1.07728 0.18912 -2.95972
H -0.68673 1.65065 -0.45287



13
Properties=species:S:1:pos:R:3 method="wB97M-V/def2-TZVPD" homo_energy_ev="-9.4 / -9.3" de_lowest_kcal_mol=112.6 gap_ev="8.93 / 9.10" total_charge=0
C 1.36983 0.46916 1.85573
C 0.83321 -0.44732 0.77427
C -0.04311 -0.21406 -0.16421
C -0.71623 1.10000 -0.52533
C -0.35377 -1.41949 -0.94363
N 1.07894 1.63094 1.59991
H 1.98394 0.05613 2.60385
H -0.00798 1.82288 -0.89674
H -1.45630 0.87142 -1.33555
H -1.17940 1.67238 0.32901
H -0.03955 -2.30925 -0.41174
H -1.48195 -1.59066 -0.91413
H 0.01237 -1.64212 -1.97143



13
Properties=species:S:1:pos:R:3 method="wB97M-V/def2-TZVPD" homo_energy_ev=-8.4 de_lowest_kcal_mol=107.9 gap_ev=8.40 total_charge=0
C -0.67138 -0.05068 1.15648
C 0.77235 -0.09991 0.69765
C 0.93068 -0.94793 -0.50339
C -1.47236 0.26750 -0.04198
C -0.52051 0.84873 -0.99995
N 0.86598 0.50309 -0.64567
H -0.88435 0.76300 1.85297
H -1.04191 -0.94349 1.66222
H 1.59724 0.09376 1.37777
H 1.85539 -1.42880 -0.77401
H 0.01336 -1.51826 -0.80596
H -0.68863 1.92917 -0.94479
H -0.75586 0.58383 -2.03133



13
Properties=species:S:1:pos:R:3 method="wB97M-V/def2-TZVPD" homo_energy_ev=-10.9 de_lowest_kcal_mol=26.1 gap_ev=11.84 total_charge=0
N -2.65661 -0.49345 -1.21017
C -1.71548 -0.83722 -0.63076
C -0.51677 -1.25189 0.10714
C 0.32527 -0.08013 0.62260
C 0.11243 1.32641 0.13765
C 1.35222 0.57762 -0.25499
H 0.07108 -1.90580 -0.54851
H -0.85014 -1.86729 0.94971
H 0.59911 -0.17837 1.66950
H 0.19506 2.13145 0.86231
H -0.64869 1.48561 -0.62235
H 1.43572 0.23184 -1.28324
H 2.29681 0.86123 0.20112